Arrangement P

ORCA calculation (ωB97M-V with the def2-TZVPD basis set) on CH2N4O in the gas phase.

Summary:
- Molecular weight: 86.05 g/mol
- Kohn-Sham gap: 0.37227 Eh
- HOMO level: -9.88 eV
- 2S+1: 1

Structure (XYZ):
```
8
Properties=species:S:1:pos:R:3:nbo_charge:R:1
C -0.3780 -0.2127 -0.1540 0.6264
H -1.7801 -1.3144 -0.9696 0.3690
H 1.5378 -0.6132 -0.8504 0.4618
N -0.7932 -1.3822 -0.4426 -0.7545
N 0.9333 0.0881 -0.1528 -0.4975
N 1.2983 1.0156 0.8832 0.0128
N 0.1304 1.5049 1.1842 0.1086
O -0.9484 0.9139 0.5021 -0.3267
```

Arrangement Q

ORCA calculation (ωB97M-V with the def2-TZVPD basis set) on CH2N4O in the gas phase.

Summary:
- Molecular weight: 86.05 g/mol
- Kohn-Sham gap: 0.40473 Eh
- HOMO level: -10.42 eV
- 2S+1: 1

Structure (XYZ):
```
8
Properties=species:S:1:pos:R:3:nbo_charge:R:1
C 0.0684 0.0855 0.1058 0.6387
N -0.6989 1.1328 0.0187 -0.3798
N -1.9245 0.6081 -0.0503 -0.0267
N -1.9590 -0.6217 -0.0806 0.0742
N 1.4349 -0.0458 0.2010 -0.7974
O -0.6212 -1.0195 0.0004 -0.3242
H 1.9681 0.7748 0.0130 0.4102
H 1.7322 -0.9142 -0.2081 0.4052
```

Arrangement R

ORCA calculation (ωB97M-V with the def2-TZVPD basis set) on CH2N4O in the gas phase.

Summary:
- Molecular weight: 86.05 g/mol
- Kohn-Sham gap: 0.38532 Eh
- HOMO level: -10.18 eV
- 2S+1: 1

Structure (XYZ):
```
8
Properties=species:S:1:pos:R:3:nbo_charge:R:1
C 0.0247 -0.0536 0.1163 0.4285
H 1.7697 0.9018 0.2833 0.3953
H 2.2444 -0.7342 -0.1363 0.4328
N 1.4271 0.0011 -0.2201 -0.8370
N -0.7545 -1.1144 0.1399 -0.3096
N -1.9502 -0.6837 -0.1466 0.1546
N -0.7541 1.1210 0.0738 -0.1889
O -2.0070 0.5619 -0.1103 -0.0757
```

Most stable one: arrangement Q, least stable one: arrangement P.

Arrangement P

ORCA calculation (ωB97M-V with the def2-TZVPD basis set) on CHN5O in the gas phase.

Summary:
- Molecular weight: 99.05 g/mol
- Kohn-Sham gap: 0.31187 Eh
- HOMO level: -10.06 eV
- 2S+1: 1

Structure (XYZ):
```
8
Properties=species:S:1:pos:R:3:nbo_charge:R:1
C 0.8099 0.6542 -0.0360 0.6725
N -0.2755 1.2250 0.1409 -0.3888
N -1.5465 0.9341 0.2687 0.0658
N -1.9141 -0.2589 -0.0077 -0.0305
N -1.2201 -1.2352 -0.3876 0.2276
N 1.9325 0.4845 -0.4505 -0.6500
O -0.4151 -1.7322 0.3779 -0.3213
H 2.6288 -0.0716 0.0943 0.4246
```

Arrangement Q

ORCA calculation (ωB97M-V with the def2-TZVPD basis set) on CHN5O in the gas phase.

Summary:
- Molecular weight: 99.05 g/mol
- Kohn-Sham gap: 0.32475 Eh
- HOMO level: -10.02 eV
- 2S+1: 1

Structure (XYZ):
```
8
Properties=species:S:1:pos:R:3:nbo_charge:R:1
C 0.8069 -0.0950 -1.2562 0.2625
N 1.7469 -0.2138 -0.5124 -0.2666
N 1.5278 -0.1857 0.8891 -0.0305
N 0.3624 -0.0229 1.2013 0.0745
N -1.8412 0.1992 0.2775 0.2353
N -0.5424 0.0927 0.2892 -0.2055
O -2.4472 0.2593 1.3308 -0.3180
H 0.3869 -0.0337 -2.2193 0.2482
```

Most stable one: arrangement P, least stable one: arrangement Q.

Arrangement P

ORCA calculation (ωB97M-V with the def2-TZVPD basis set) on C4H4FN in the gas phase.

Summary:
- Molecular weight: 85.08 g/mol
- Kohn-Sham gap: 0.42890 Eh
- HOMO level: -10.92 eV
- 2S+1: 1

Structure (XYZ):
```
10
Properties=species:S:1:pos:R:3:nbo_charge:R:1
C -0.7610 0.5045 -0.3728 0.2124
C -0.5641 -0.5122 0.6346 -0.4350
C 0.3958 -0.3780 -0.5123 -0.3894
C 1.6298 0.1690 -0.1270 0.2813
H -1.6563 0.3747 -1.0462 0.1991
H -1.1588 -1.4588 0.8137 0.2386
H -0.3886 -0.0866 1.6390 0.2566
H 0.3922 -1.1162 -1.3069 0.2682
N 2.6035 0.7189 0.1975 -0.3013
F -0.4925 1.7847 0.0803 -0.3304
```

Arrangement Q

ORCA calculation (ωB97M-V with the def2-TZVPD basis set) on a molecular structure, C4H4FN.

Summary:
- Molecular weight: 85.08 g/mol
- Kohn-Sham gap (alpha / beta): 0.34246 / 0.28628 Eh
- HOMO level (alpha / beta): -9.33 / -7.91 eV
- 2S+1: 1

Structure (XYZ):
```
10
Properties=species:S:1:pos:R:3:nbo_charge:R:1
C -0.5000 -1.1239 -0.0117 -0.4246
C 0.7691 -0.5586 -0.0441 -0.0927
C -1.4327 -0.1451 -0.0735 0.5602
C 0.7648 0.9825 0.0025 -0.3912
N -0.5648 1.4999 -0.1134 -0.3378
F -2.7263 -0.1046 -0.0188 -0.2822
H -0.5666 -2.1934 0.0503 0.2519
H 1.7265 -1.0275 -0.0891 0.2093
H 1.2637 1.0130 0.9247 0.2523
H 1.2663 1.6578 -0.6269 0.2547
```

Arrangement R

ORCA calculation (ωB97M-V with the def2-TZVPD basis set) on C4H4FN in the gas phase.

Summary:
- Molecular weight: 85.08 g/mol
- Kohn-Sham gap: 0.34952 Eh
- HOMO level: -8.49 eV
- 2S+1: 1

Structure (XYZ):
```
10
Properties=species:S:1:pos:R:3:nbo_charge:R:1
C -0.6884 0.0895 -0.0826 0.5151
C 0.1201 1.1733 -0.0465 -0.3816
C 1.4852 0.6547 0.0280 -0.2858
C 1.3910 -0.7004 0.0427 -0.0774
H -0.1791 2.2113 -0.0663 0.2320
H 2.3303 1.3037 0.1129 0.2262
H 2.1477 -1.4792 0.1276 0.2146
H -0.2802 -1.9966 -0.0596 0.4204
N 0.0557 -1.0542 -0.0687 -0.5518
F -2.0284 0.0043 0.0796 -0.3118
```

Arrangement S

ORCA calculation (ωB97M-V with the def2-TZVPD basis set) on 2 unconnected molecules or ions with the total composition C4H4FN.

Summary:
- Molecular weight: 85.08 g/mol
- Kohn-Sham gap: 0.41022 Eh
- HOMO level: -10.43 eV
- 2S+1: 1

Structure (XYZ):
```
10
Properties=species:S:1:pos:R:3:nbo_charge:R:1
C 2.0010 1.8858 1.3067 -0.2182
C 2.9294 1.4552 0.6965 -0.2141
C -0.9082 -0.4590 -0.8232 0.2112
C -2.0746 -1.3219 -0.7038 -0.0240
N 0.1027 -0.0605 -1.1302 -0.2587
F -1.7944 -2.2097 0.2278 -0.3276
H 1.1891 2.3008 1.7840 0.2176
H 3.8298 1.0226 0.5277 0.2151
H -2.2952 -1.8682 -1.5750 0.2055
H -2.9797 -0.7451 -0.3104 0.1933
```

Most stable one: arrangement R, least stable one: arrangement Q.

Arrangement P

ORCA calculation (ωB97M-V with the def2-TZVPD basis set) on 3 unconnected molecules or ions with the total composition C4H14NO3.

Summary:
- Net charge: -1
- Molecular weight: 124.16 g/mol
- Kohn-Sham gap: 0.29657 Eh
- HOMO level: -4.47 eV
- 2S+1: 1

Structure (XYZ):
```
22
Properties=species:S:1:pos:R:3:nbo_charge:R:1
C 2.7761 -0.1162 0.9249 -0.4182
N 1.3436 0.0729 0.6947 -0.4186
C 1.2880 0.7006 -0.6274 -0.4411
C 0.7842 -1.3158 0.6184 -0.2377
C -0.6927 -1.3185 0.2460 -0.0829
O -0.8966 -1.3286 -1.1624 -0.8060
H 2.9632 -0.7784 1.7828 0.1865
H 3.2994 -0.4663 0.0284 0.1591
H 3.2812 0.8396 1.1252 0.1831
H 0.2578 0.9051 -0.9107 0.2405
H 1.8883 1.6228 -0.6840 0.1721
H 1.7870 0.2219 -1.4873 0.1617
H 0.8828 -1.6542 1.6548 0.1733
H 1.3525 -1.9782 -0.0300 0.1659
H -1.1385 -2.2055 0.7113 0.1370
H -1.1138 -0.4377 0.7380 0.1946
H -4.8457 1.7022 -0.1444 0.4427
H -3.3689 1.6053 -0.1785 0.5112
O -4.1063 2.1081 0.3103 -1.0243
H -1.5554 -0.5402 -1.2834 0.5251
H -1.8271 1.5839 -1.1306 0.4178
O -2.3591 0.7773 -1.1960 -1.2415
```

Arrangement Q

ORCA calculation (ωB97M-V with the def2-TZVPD basis set) on a molecular structure, C4H14NO3.

Summary:
- Net charge: -1
- Molecular weight: 124.16 g/mol
- Kohn-Sham gap: 0.31740 Eh
- HOMO level: -4.96 eV
- 2S+1: 1

Structure (XYZ):
```
22
Properties=species:S:1:pos:R:3:nbo_charge:R:1
C -2.6130 1.0857 -2.2363 -0.6088
C -1.4901 0.4873 -1.2549 -0.0552
C -0.5252 1.4802 -0.6068 -0.4577
C -0.5693 1.3708 0.9701 -0.0534
O 0.7549 1.0287 1.4356 -0.8510
N -0.7646 -0.6313 -1.8777 -0.8404
H -3.3033 1.7359 -1.7622 0.1940
H -3.2719 0.1655 -2.6681 0.2003
H -2.0525 1.6113 -3.0776 0.1940
H -2.0404 -0.0019 -0.4270 0.1708
H -0.6600 2.4989 -0.8991 0.1921
H 0.5737 1.2526 -0.9165 0.2120
H -1.3067 0.6576 1.3065 0.1444
H -0.7550 2.4083 1.4356 0.1384
H -0.5340 -1.2451 -1.0604 0.3775
H 0.2027 -0.1449 -2.0105 0.3430
H 2.3851 -2.1135 1.2732 0.5088
H 4.0260 -1.9527 1.6749 0.4356
O 3.3390 -2.6514 1.5971 -1.0809
H 0.7858 -0.1945 1.3470 0.4994
H 1.0125 -1.6516 2.2702 0.4395
O 1.0906 -1.5212 1.3955 -1.1023
```

Most stable one: arrangement P, least stable one: arrangement Q.

Arrangement P

ORCA calculation (ωB97M-V with the def2-TZVPD basis set) on 11 unconnected molecules or ions with the total composition C12H46N8O11.

Summary:
- Molecular weight: 478.54 g/mol
- Kohn-Sham gap: 0.31905 Eh
- HOMO level: -8.85 eV
- 2S+1: 1

Structure (XYZ):
```
77
Properties=species:S:1:pos:R:3:mulliken_charge:R:1
C -3.4589 0.9310 0.5229 -0.7503
C -2.6989 2.0120 1.2299 0.5996
O -3.6019 2.7600 2.0239 -0.6509
H -3.9329 1.3020 -0.4071 0.2261
H -4.1659 0.3750 1.1269 0.3625
H -2.8249 0.0470 0.3019 -0.1682
H -2.0759 2.5660 0.5129 -0.1031
H -2.0969 1.5020 1.9219 0.1307
H -3.0999 3.5250 2.3209 0.3145
C 1.2081 -1.5950 -3.2731 0.1944
O 1.3241 -2.5760 -4.1961 -0.7898
N 0.2051 -1.5530 -2.4481 0.0044
N 2.1921 -0.8160 -2.9881 -0.1710
H -0.3789 -2.3690 -2.6091 0.2369
H 0.1621 -0.9240 -1.6281 0.2103
H 3.0131 -0.7450 -3.5971 0.2186
H 2.0571 0.0920 -2.5731 0.0493
C 3.5781 -2.3720 0.1909 0.4965
O 3.4051 -1.2290 1.0239 -0.8009
N 4.1231 -3.4600 0.5489 -0.2863
N 3.3501 -2.3210 -1.0591 -0.2816
H 4.3481 -3.5570 1.5209 0.3107
H 4.5241 -4.1080 -0.0561 0.2051
H 2.8851 -1.4940 -1.3621 0.1258
H 2.8181 -3.1260 -1.4571 0.3681
C -3.7139 -2.5320 1.1439 0.4049
O -3.0689 -1.7270 2.0899 -0.6061
N -4.9879 -2.3300 0.7759 -0.4048
N -3.0379 -3.4520 0.4469 -0.3477
H -5.4999 -1.5610 1.3759 0.3133
H -5.6159 -3.0120 0.3529 0.2113
H -2.0469 -3.5950 0.7859 0.4352
H -3.4779 -4.1960 -0.0761 0.1898
C 2.8441 1.8960 -1.2431 0.0796
O 1.8621 2.3630 -0.4061 -0.5162
N 3.5371 0.7900 -1.1281 -0.2745
N 3.1491 2.5500 -2.2621 -0.1853
H 3.4331 0.3060 -0.2181 0.1455
H 4.2261 0.4890 -1.8461 0.1965
H 2.7591 3.4550 -2.4561 0.2591
H 3.7931 2.3090 -3.0001 0.1831
C 0.7681 -1.2100 4.0989 -0.1311
O -0.2409 -2.1660 4.4229 -0.5362
H 1.2431 -1.4540 3.1359 -0.1342
H 1.5391 -1.1350 4.8789 0.3446
H 0.3051 -0.2460 4.0189 0.1837
H -0.5009 -2.0770 5.3579 0.2910
C 0.5741 3.8420 3.0389 -0.7911
O -0.0409 3.3230 1.8629 -0.1842
H 1.1821 3.0460 3.6639 0.2125
H -0.0769 4.1200 3.8039 0.3554
H 1.2401 4.6980 2.7999 0.2605
H 0.5811 2.8120 1.3649 0.1348
C -1.6029 1.5410 -3.7071 -0.3317
O -2.2329 1.3640 -2.4811 -0.5088
H -2.1709 1.0900 -4.5511 0.2712
H -0.5749 1.0620 -3.7351 0.0031
H -1.5089 2.6780 -3.8351 0.1151
H -1.7299 0.7630 -1.9371 0.2203
C -0.0239 -0.5310 0.5599 -0.0878
O -0.2079 0.2960 -0.6271 0.7677
H 0.0291 0.1260 1.4939 -0.1643
H 0.9041 -1.1210 0.6359 -0.3152
H -0.7859 -1.2450 0.7419 0.5044
H 0.5051 0.9760 -0.7051 -0.5117
C -0.4259 4.4850 -1.2341 0.0895
O -0.8209 5.1510 -2.3311 -0.5895
H -0.8139 4.9270 -0.3131 0.2543
H 0.6511 4.5410 -1.0581 0.1709
H -0.6519 3.4790 -1.3481 -0.2697
H -1.6539 4.7940 -2.5561 0.3302
C 0.4321 -3.8340 0.4689 -0.2850
O -0.5909 -3.7230 1.5039 -0.5639
H 0.1321 -4.6520 -0.2101 0.4525
H 1.3171 -4.2430 0.9509 0.2303
H 0.5761 -3.0550 -0.2481 -0.0663
H -0.3389 -3.0430 2.1489 0.1436
```

Arrangement Q

ORCA calculation (ωB97M-V with the def2-TZVPD basis set) on 11 unconnected molecules or ions with the total composition C12H46N8O11.

Summary:
- Molecular weight: 478.54 g/mol
- Kohn-Sham gap: 0.26338 Eh
- HOMO level: -7.91 eV
- 2S+1: 1

Structure (XYZ):
```
77
Properties=species:S:1:pos:R:3:mulliken_charge:R:1
C 1.3395 0.3030 -1.8804 -1.6629
C 0.0075 0.5580 -1.2664 0.1424
O -0.2005 -0.3040 -0.1464 0.8219
H 1.7335 1.0100 -2.5364 0.4687
H 1.2695 -0.5680 -2.5034 0.3892
H 2.0555 0.0930 -1.1104 0.0993
H -0.6285 0.5030 -2.1004 0.4649
H 0.0015 1.5830 -0.9434 0.1905
H -0.1425 -1.2090 -0.3704 -1.0410
C 4.2795 -1.1900 0.1186 0.3737
O 5.1875 -0.2740 -0.4004 -0.7522
N 3.9155 -1.1550 1.4186 -0.5175
N 3.7535 -2.1740 -0.5434 -0.1533
H 4.4555 -0.4500 2.0376 0.2358
H 3.2775 -1.9520 1.7316 0.4618
H 4.0405 -2.3170 -1.4974 0.1729
H 3.1295 -2.8750 -0.1094 0.5384
C 1.5955 1.5580 2.2916 0.4851
O 0.4925 2.3470 1.9796 -0.7050
N 1.7015 0.4090 1.7456 0.5794
N 2.4985 1.7930 3.1856 -0.3958
H 0.9225 0.2110 1.0556 -0.4963
H 2.5695 -0.1860 1.6236 0.2779
H 2.4925 2.7970 3.4806 0.3330
H 3.4615 1.3680 3.1946 0.1745
C -2.6035 0.8800 2.1636 0.3810
O -1.5535 0.9140 3.1126 -0.6933
N -3.8745 1.0830 2.3716 -0.3848
N -2.3615 0.9240 0.8456 0.2202
H -4.0645 0.9710 3.3406 0.3270
H -4.5975 0.8660 1.6676 0.2109
H -1.4415 0.6020 0.4946 -0.2442
H -3.0965 0.7700 0.1356 0.0441
C 1.5115 -3.2400 1.3016 -0.3336
O 0.2955 -2.6720 0.9556 -0.4674
N 2.1225 -4.0840 0.4986 -0.3498
N 2.2715 -3.0420 2.3396 -0.4225
H 1.7115 -4.2810 -0.4034 0.1889
H 2.5955 -4.8980 0.8526 0.1889
H 1.8615 -2.4070 3.0256 0.3541
H 2.9315 -3.7630 2.7556 0.2777
C 2.9455 3.5230 -0.3174 -0.5722
O 1.5315 3.6410 -0.1614 -0.6209
H 3.2785 2.4440 -0.1114 0.1096
H 3.5265 4.2870 0.1586 0.2639
H 3.0995 3.6720 -1.3714 0.2909
H 1.3605 3.0620 0.6026 0.3746
C -3.1515 -2.5980 2.2526 -0.6599
O -2.7295 -2.4110 0.9776 -0.4229
H -3.0595 -1.7050 2.8896 0.2392
H -2.4525 -3.3680 2.6816 0.2281
H -4.1485 -2.9780 2.2076 0.2650
H -1.8015 -2.4490 0.9866 0.1795
C 0.0925 -3.4210 -2.0714 0.1482
O 1.0175 -4.4830 -2.0764 -0.5946
H -0.7955 -3.6360 -1.6084 0.3248
H -0.0525 -2.9080 -3.0794 0.3404
H 0.4115 -2.6770 -1.3804 -0.4005
H 0.6535 -5.1410 -2.6244 0.3217
C -0.9405 6.1300 -1.2434 -0.6411
O -0.8335 4.7060 -1.4284 -0.3957
H 0.0795 6.5820 -1.0714 0.2160
H -1.4965 6.3810 -0.3314 0.2561
H -1.4835 6.5390 -2.0334 0.2661
H 0.0145 4.3650 -1.1014 0.3819
C -3.5105 2.3690 -2.2644 -0.0129
O -4.3565 3.1190 -1.4134 -0.5412
H -4.1695 1.9680 -3.0704 0.3121
H -3.1265 1.4750 -1.7754 -0.1623
H -2.6935 2.9530 -2.7444 0.1704
H -3.8635 3.2870 -0.6064 0.3264
C -3.0995 -1.9960 -2.4754 -1.0065
O -2.6065 -1.0990 -1.4724 0.0252
H -2.5615 -1.9500 -3.4154 0.2948
H -4.1355 -1.7090 -2.6134 0.2432
H -2.9015 -2.9920 -2.1334 0.3855
H -2.9605 -1.4850 -0.6704 0.2849
```

Most stable one: arrangement P, least stable one: arrangement Q.